Formula: C3H13NO3
Source: the Open Molecules 2025 dataset
Level of theory: wB97M-V/def2-TZVPD

Calculated values
HOMO level ... -0.3267 Ha
Maximum force ... 2.307 eV/Å
LUMO ... 0.0233 hartree
Net charge ... 0
Kohn-Sham gap ... 9.52 eV
SMILES ... NCCCO.O.O
ΔE to the lowest compared entry with this formula, charge and spin ... 138.4 kJ/mol

```
20
Properties=species:S:1:pos:R:3:nbo_charge:R:1
O -3.35 0.26 2.37 -0.92
O -0.17 1.46 -2.59 -0.95
O -1.86 -0.85 -0.12 -0.73
N 2.91 0.16 0.61 -0.84
C 0.47 -0.60 0.42 -0.44
C 1.67 0.18 -0.16 -0.20
C -0.55 -0.82 -0.67 -0.11
H -0.20 1.94 -3.44 0.48
H -0.49 -0.07 -1.49 0.23
H 1.39 1.21 -0.40 0.19
H -2.13 -1.71 0.20 0.46
H 3.04 -0.73 1.09 0.35
H -0.33 -1.66 -1.33 0.16
H -0.56 2.04 -1.92 0.48
H -3.17 -0.68 2.52 0.46
H 2.93 0.92 1.27 0.36
H 1.88 -0.26 -1.16 0.17
H -2.53 0.64 2.69 0.46
H 0.94 -1.48 0.88 0.19
H 0.13 0.06 1.23 0.20
```



Formula: C3H13NO3
Source: the Open Molecules 2025 dataset
Level of theory: wB97M-V/def2-TZVPD

Calculated values
HOMO level ... -0.2863 Ha
Maximum force ... 2.339 eV/Å
LUMO ... 0.0167 hartree
Net charge ... 0
Kohn-Sham gap ... 8.25 eV
SMILES ... C=C(C)N.O.O.O
ΔE to the lowest compared entry with this formula, charge and spin ... 236.4 kJ/mol

```
20
Properties=species:S:1:pos:R:3:nbo_charge:R:1
O 3.71 -4.21 0.19 -0.93
O 0.10 -1.78 -5.81 -0.93
O -4.97 2.25 0.29 -0.92
N 1.96 1.36 1.36 -0.83
C 0.23 0.94 3.05 -0.57
C 0.61 1.15 1.76 0.24
C -0.32 0.83 0.62 -0.67
H -0.74 -0.16 0.71 0.22
H 3.17 -3.81 -0.50 0.46
H -1.09 1.59 0.63 0.24
H 0.70 1.62 3.74 0.20
H 2.26 0.56 0.81 0.37
H -0.73 -1.74 -6.30 0.46
H -5.24 3.09 -0.12 0.46
H 0.14 -0.86 -5.50 0.46
H 2.56 1.21 2.17 0.36
H 3.03 -4.80 0.56 0.46
H 0.15 0.89 -0.37 0.21
H -5.12 1.76 -0.53 0.46
H -0.41 0.11 3.24 0.22
```



Formula: C3H13NO3
Source: the Open Molecules 2025 dataset
Level of theory: wB97M-V/def2-TZVPD

Calculated values
HOMO level ... -0.2439 Ha
Maximum force ... 5.448 eV/Å
LUMO ... 0.0172 hartree
Net charge ... 0
Kohn-Sham gap ... 7.10 eV
SMILES ... C=CNC.O.O.O
ΔE to the lowest compared entry with this formula, charge and spin ... 426.1 kJ/mol

```
20
Properties=species:S:1:pos:R:3:nbo_charge:R:1
O -0.79 -1.21 -2.00 -0.98
O -1.93 1.56 -2.03 -0.99
O -0.78 2.09 0.56 -0.98
N 1.21 -1.30 0.37 -0.61
C 0.59 -1.24 1.63 0.06
C -0.77 -1.16 1.74 -0.59
C 2.42 -0.42 0.31 -0.42
H 0.07 1.49 0.76 0.50
H 2.71 -0.28 1.36 0.20
H -0.61 3.02 0.86 0.48
H -1.31 -1.88 -2.59 0.48
H 2.17 0.62 -0.14 0.17
H -1.05 -0.14 1.84 0.21
H -2.82 1.80 -2.41 0.48
H 0.73 -1.22 -0.46 0.42
H -1.53 -1.94 1.59 0.21
H 3.25 -0.91 -0.25 0.21
H 1.09 -0.61 2.48 0.15
H -1.70 2.02 -1.24 0.51
H -0.97 -0.32 -2.39 0.50
```



Formula: C3H13NO3
Source: the Open Molecules 2025 dataset
Level of theory: wB97M-V/def2-TZVPD

Calculated values
HOMO level ... -0.3523 Ha
Maximum force ... 2.790 eV/Å
LUMO ... 0.0307 hartree
Net charge ... 0
Kohn-Sham gap ... 10.42 eV
SMILES ... CNCCO.O.O
ΔE to the lowest compared entry with this formula, charge and spin ... 121.2 kJ/mol

```
20
Properties=species:S:1:pos:R:3:nbo_charge:R:1
O -0.27 0.10 2.17 -0.96
O 0.26 -2.07 1.55 -0.99
O 1.73 -0.80 -0.49 -0.74
N -0.97 0.72 -0.50 -0.64
C 0.17 0.85 -1.43 -0.26
C 0.91 -0.44 -1.58 -0.08
C -1.83 1.90 -0.42 -0.41
H -2.72 1.57 0.11 0.21
H 0.21 -1.23 -1.87 0.16
H -0.35 0.02 1.19 0.51
H -2.03 2.39 -1.38 0.17
H -0.04 1.43 -2.34 0.18
H 0.94 -2.22 2.19 0.46
H 0.81 1.55 -0.86 0.20
H 1.23 -1.42 0.06 0.50
H -1.54 -0.05 -0.81 0.35
H 1.61 -0.40 -2.42 0.18
H 0.66 0.18 2.42 0.48
H -1.32 2.71 0.11 0.19
H -0.27 -1.35 1.93 0.48
```